P:
Molecular formula: C5H11N2O
Method: DFT, ωB97M-V/def2-TZVPD

Geometry as XYZ:
```
19
C5H11N2O | the Open Molecules 2025 dataset | ωB97M-V/def2-TZVPD
O -1.6564 -0.8310 -1.9433
C -2.4679 -0.4810 -1.1211
C -1.9729 -0.0872 0.2155
C -0.5497 -0.3069 0.3188
C 0.1906 0.5743 1.3380
N 2.3207 -0.5567 -0.2856
C 2.4233 0.6458 0.2786
N 1.5286 1.0935 1.0496
H -3.5070 -0.6184 -1.2425
H -2.2940 0.9975 0.3301
H -2.4367 -0.8735 0.9643
H -0.3519 -1.3851 0.4883
H -0.0365 -0.0503 -0.7290
H -0.0656 -0.0176 2.3243
H -0.3856 1.4555 1.6869
H 1.4926 -1.1665 -0.5152
H 3.1307 -0.9289 -0.7756
H 3.4775 1.2807 0.1814
H 1.5433 2.1271 1.3067
```

SMILES = N/C=[NH+]\CCCC=O
frontier orbital gap = 0.364 Ha
net charge = +1

Results of the Löwdin charge analysis, in e, for atoms 1 through 2: number 1, O, carries 0.055; number 2, C, carries -0.239

Q:
Molecular formula: C5H11N2O
Method: DFT, ωB97M-V/def2-TZVPD

Geometry as XYZ:
```
19
C5H11N2O | the Open Molecules 2025 dataset | ωB97M-V/def2-TZVPD
C 0.2918 -0.5689 -1.8988
C -1.4635 -0.7056 1.0085
C -0.2502 -0.5270 1.7998
C -0.3208 0.1412 0.4298
C -0.4643 1.6774 0.3744
N 1.2877 -0.7582 -2.7431
N 0.4669 -0.3533 -0.6252
O 2.3303 -0.2111 -0.2746
H -0.6379 -0.9728 -2.4356
H -1.6286 -1.7102 0.4934
H -2.3772 -0.1956 1.3183
H -0.3634 0.0548 2.7685
H 0.4445 -1.3969 1.9619
H -1.3795 2.0633 0.9164
H -0.5706 2.0663 -0.6906
H 0.5028 2.1091 0.8309
H 1.1911 -0.8460 -3.7835
H 2.1918 -0.4046 -2.4574
H 2.4015 0.4109 0.4402
```

frontier orbital gap (alpha / beta) = 0.316 / 0.316 Ha
net charge = +1

Results of the Löwdin charge analysis, in e, for atoms 1 through 2: number 1, C, carries -0.118; number 2, C, carries -0.057

Energies in eV, measured from the most stable structure: P 0.000; Q 2.585.

P:
Molecular formula: C5H11N2O
Method: DFT, ωB97M-V/def2-TZVPD

Geometry as XYZ:
```
19
C5H11N2O | the Open Molecules 2025 dataset | ωB97M-V/def2-TZVPD
O -0.7355 -0.3933 -2.8173
C -1.5539 0.3414 -2.3070
C -1.8076 0.4791 -0.8537
C -1.1382 -0.6867 -0.0674
C 0.3327 -0.4405 0.2086
C 0.6362 -0.0427 1.4904
N 1.9756 0.2680 2.0501
N 1.2336 -0.2810 -0.7817
H -2.0998 0.9684 -3.0079
H -1.2259 1.2476 -0.3141
H -2.8703 0.5702 -0.6221
H -1.6915 -0.8663 0.8667
H -1.2751 -1.7005 -0.4751
H 0.0314 -0.2305 2.3778
H 2.6674 -0.4790 2.1294
H 2.4661 0.9867 1.4632
H 1.8274 0.5150 3.0364
H 1.0001 -0.0389 -1.7306
H 2.2272 -0.2170 -0.6457
```

SMILES = N/C(=C\[NH3+])CCC=O
frontier orbital gap = 0.340 Ha
net charge = +1

Results of the Löwdin charge analysis, in e, for atoms 1 through 2: number 1, O, carries 0.048; number 2, C, carries -0.231

Q:
Molecular formula: C5H11N2O
Method: DFT, ωB97M-V/def2-TZVPD

Geometry as XYZ:
```
19
C5H11N2O | the Open Molecules 2025 dataset | ωB97M-V/def2-TZVPD
C -1.1477 0.6567 0.1841
C -1.9845 -0.6295 -0.1819
C 0.3753 0.3318 0.1575
C 0.8350 -0.3837 1.4230
C 1.2386 1.4759 -0.4368
N 1.2883 -1.6011 -1.0347
N 0.4664 -0.7904 -0.8011
O -1.4169 -1.1847 -1.2919
H -1.4728 1.3460 -0.5656
H -1.2509 1.1046 1.1956
H -2.3456 -1.3931 0.4696
H -2.9373 -0.2330 -0.5747
H 0.9611 0.2816 2.2205
H 1.8621 -0.7930 1.1240
H 0.3246 -1.1704 1.8187
H 2.1376 1.0199 -0.9312
H 1.4619 2.3275 0.1773
H 0.6191 1.8887 -1.2588
H 0.9855 -2.2537 -1.6934
```

SMILES = CC(C)(CC[O-])[N+]#[NH+]
frontier orbital gap (alpha / beta) = 0.314 / 0.317 Ha
net charge = +1

Results of the Löwdin charge analysis, in e, for atoms 1 through 2: number 1, C, carries -0.045; number 2, C, carries -0.233

Energies in eV, measured from the most stable structure: P 0.000; Q 4.210.

P:
Molecular formula: C2HN3
Method: DFT, ωB97M-V/def2-TZVPD

Geometry as XYZ:
```
6
C2HN3 | the Open Molecules 2025 dataset | ωB97M-V/def2-TZVPD
C -0.5864 0.7243 0.8825
C 0.6167 -0.6288 -0.8498
H 0.2814 -1.0117 1.1692
N -1.3427 1.5010 1.2612
N 0.1402 -0.3360 0.3657
N 1.1363 -1.1023 -1.8219
```

SMILES = N#CNC#N
frontier orbital gap = 0.397 Ha
net charge = 0

Results of the Löwdin charge analysis, in e, for atoms 1 through 2: number 1, C, carries -0.262; number 2, C, carries -0.274

Q:
Molecular formula: C2HN3
Method: DFT, ωB97M-V/def2-TZVPD

Geometry as XYZ:
```
6
C2HN3 | the Open Molecules 2025 dataset | ωB97M-V/def2-TZVPD
C -1.0758 0.6524 -0.1481
C 0.9895 -0.7468 -0.3785
H 0.2551 -0.2265 1.4924
N -1.9486 1.4793 -0.2163
N -0.0262 -0.1098 0.3612
N 1.8059 -1.0486 -1.1107
```

SMILES = N#CNC#N
frontier orbital gap = 0.381 Ha
net charge = 0

Results of the Löwdin charge analysis, in e, for atoms 1 through 2: number 1, C, carries -0.252; number 2, C, carries -0.291

Energies in eV, measured from the most stable structure: P 0.000; Q 0.614.

P:
Molecular formula: C3H12N3S
Method: DFT, ωB97M-V/def2-TZVPD

Geometry as XYZ:
```
19
C3H12N3S | the Open Molecules 2025 dataset | ωB97M-V/def2-TZVPD
C 1.5132 -0.3087 -1.2866
C -1.7123 -0.1724 -0.1929
C 0.7825 0.0889 -0.0306
N -1.9083 0.9359 -0.8967
N -2.0862 -0.2600 1.0800
N 1.5016 -0.5869 1.1514
S 0.8191 1.8563 0.3089
H 2.5861 -0.0853 -1.2533
H 1.0945 0.2249 -2.1360
H 1.3942 -1.3766 -1.4720
H -1.5186 -1.0866 -0.7323
H -1.5359 0.9932 -1.8305
H -2.0123 1.8167 -0.4119
H -2.3592 0.5706 1.5821
H -2.1678 -1.1473 1.5425
H 1.3758 -1.6032 1.1057
H 1.1121 -0.2142 2.0214
H 2.5180 -0.4043 1.1472
H 2.0189 2.1984 -0.1646
```

frontier orbital gap = 0.304 Ha
net charge = +1

Results of the Löwdin charge analysis, in e, for atoms 1 through 2: number 1, C, carries -0.173; number 2, C, carries -0.269

Q:
Molecular formula: C3H12N3S
Method: DFT, ωB97M-V/def2-TZVPD

Geometry as XYZ:
```
19
C3H12N3S | the Open Molecules 2025 dataset | ωB97M-V/def2-TZVPD
C 3.0920 -0.2424 0.2175
C -1.7884 -1.2138 -0.9951
C 1.7133 0.2140 0.3306
N -2.1511 -0.2034 1.4563
N 1.2160 1.0919 -0.4061
N -1.2697 1.3492 -0.4243
S -2.4714 0.3390 -0.1025
H 3.4176 -1.1381 0.5660
H 3.6528 0.5377 0.6930
H 3.3372 -0.1731 -0.8675
H -1.5803 -0.9416 -1.9668
H -2.7163 -1.9011 -0.8968
H -1.0588 -1.6948 -0.4260
H 1.0797 -0.3676 0.9137
H -2.7797 0.2520 2.1104
H -1.8522 -1.2195 1.5991
H 1.7154 1.6551 -1.1298
H -0.1205 1.3181 -0.2166
H -1.4356 2.3384 -0.4552
```

frontier orbital gap = 0.398 Ha
net charge = +1

Results of the Löwdin charge analysis, in e, for atoms 1 through 2: number 1, C, carries -0.032; number 2, C, carries -0.156

Energies in eV, measured from the most stable structure: P 0.000; Q 0.992.

P:
Molecular formula: C4H2
Method: DFT, ωB97M-V/def2-TZVPD

Geometry as XYZ:
```
6
C4H2 | the Open Molecules 2025 dataset | ωB97M-V/def2-TZVPD
C 0.3112 -0.2801 -0.2547
C 1.1756 0.2023 0.5527
C -0.8638 -0.4324 -0.8125
C -2.0149 -0.5577 -1.3362
H 2.1598 -0.2095 0.7718
H -0.7678 1.2774 1.0789
```

frontier orbital gap (alpha / beta) = 0.355 / 0.228 Ha
net charge = 0

Results of the Löwdin charge analysis, in e, for atoms 1 through 2: number 1, C, carries -0.193; number 2, C, carries 0.117

Q:
Molecular formula: C4H2
Method: DFT, ωB97M-V/def2-TZVPD

Geometry as XYZ:
```
6
C4H2 | the Open Molecules 2025 dataset | ωB97M-V/def2-TZVPD
C -0.3846 0.6625 0.7356
C 0.8693 0.2308 0.4945
C -1.3881 0.6369 0.0099
C 1.2565 -0.7189 -0.0115
H -2.2317 0.5868 -0.6715
H 1.8786 -1.3982 -0.5569
```

SMILES = C#CC#C
frontier orbital gap = 0.373 Ha
net charge = 0

Results of the Löwdin charge analysis, in e, for atoms 1 through 2: number 1, C, carries -0.153; number 2, C, carries -0.202

R:
Molecular formula: C4H2
Method: DFT, ωB97M-V/def2-TZVPD

Geometry as XYZ:
```
6
C4H2 | the Open Molecules 2025 dataset | ωB97M-V/def2-TZVPD
C 0.6530 0.7041 1.0690
C 0.3758 1.2127 -0.2225
C -0.4543 -0.0875 0.7469
C 0.1143 -0.0946 -0.5133
H -1.4324 -0.1748 1.0191
H 0.7436 -1.5599 -2.0991
```

frontier orbital gap (alpha / beta) = 0.259 / 0.313 Ha
net charge = 0

Results of the Löwdin charge analysis, in e, for atoms 1 through 2: number 1, C, carries 0.023; number 2, C, carries -0.042

Energies in eV, measured from the most stable structure: P 4.335; Q 0.000; R 5.437.

P:
Molecular formula: C9H14
Method: DFT, ωB97M-V/def2-TZVPD

Geometry as XYZ:
```
23
C9H14 | the Open Molecules 2025 dataset | ωB97M-V/def2-TZVPD
C -2.1609 0.1092 -3.4559
C -0.7327 0.0780 -3.9874
H -2.6859 -0.8248 -3.6116
H -2.2046 0.3990 -2.4052
H -2.7446 0.8379 -4.0220
H -0.1978 -0.8006 -3.6136
H -0.7538 -0.0209 -5.0793
H -0.1050 0.9485 -3.8131
C 2.0108 -0.2382 3.7887
C -0.3583 0.1841 0.2938
C 0.9074 -0.4423 0.2250
C -0.8754 0.6854 1.5140
C 1.6296 -0.6535 1.3543
C -0.1485 0.4927 2.6490
C 1.1248 -0.1451 2.6221
H -0.9659 0.2067 -0.5980
H 1.2938 -0.7991 -0.7203
H -1.8491 1.1566 1.5143
H 2.6323 -1.0489 1.3712
H -0.5700 0.7278 3.6255
H 1.6510 0.3410 4.6417
H 3.0328 0.0721 3.5495
H 2.0699 -1.2655 4.1572
```

multiplicity = 2
⟨S²⟩ = 0.77
frontier orbital gap (alpha / beta) = 0.367 / 0.230 Ha
net charge = +1

Results of the Löwdin charge analysis, in e, for atoms 1 through 2: number 1, C, carries -0.164; number 2, C, carries -0.174

Q:
Molecular formula: C9H14
Method: DFT, ωB97M-V/def2-TZVPD

Geometry as XYZ:
```
23
C9H14 | the Open Molecules 2025 dataset | ωB97M-V/def2-TZVPD
C 0.5283 0.5040 2.7307
C 1.0950 1.4844 3.7107
H 1.0272 -0.4400 2.9804
H -0.5902 0.2678 3.0888
H 0.7650 0.8737 1.6474
H 0.5223 2.4641 3.8040
H 2.0316 1.8020 3.5059
H 1.0933 1.1545 4.7065
C -0.4974 1.2095 -3.1386
C 0.2912 -1.1002 -0.1477
C 0.3382 0.0313 -0.9131
C -0.5676 -2.2164 -0.4601
C -0.2894 0.0628 -2.1306
C -1.1762 -2.2048 -1.6971
C -0.9263 -1.1205 -2.5422
H 0.8528 -1.2242 0.7586
H 0.8340 0.9134 -0.4939
H -0.6957 -3.0226 0.2107
H -1.5959 -3.1152 -2.1407
H -0.0142 2.0686 -2.7048
H -1.4355 1.6177 -3.2404
H -1.5465 -1.0782 -3.4555
H -0.0440 1.0683 -4.0791
```

multiplicity = 2
⟨S²⟩ = 0.77
frontier orbital gap (alpha / beta) = 0.357 / 0.212 Ha
net charge = +1

Results of the Löwdin charge analysis, in e, for atoms 1 through 2: number 1, C, carries -0.185; number 2, C, carries -0.191

R:
Molecular formula: C9H14
Method: DFT, ωB97M-V/def2-TZVPD

Geometry as XYZ:
```
23
C9H14 | the Open Molecules 2025 dataset | ωB97M-V/def2-TZVPD
C 3.3849 1.4026 1.1297
C 2.4386 2.3716 0.4372
H 3.0108 0.3910 0.9974
H 4.4498 1.4550 0.8954
H 3.3987 1.5635 2.2096
H 2.5195 3.4092 0.7584
H 1.4366 1.9844 0.6222
H 2.5626 2.3658 -0.6460
C 0.0273 -1.8722 -1.6546
C -1.7181 0.1942 0.9988
C -0.7208 -0.4404 0.3278
C -3.0529 -0.0790 0.6153
C -0.9828 -1.4334 -0.6845
C -3.3358 -1.0513 -0.3859
C -2.3288 -1.8741 -0.8238
H -1.5115 0.9456 1.7423
H 0.3088 -0.2520 0.6020
H -3.8632 0.4889 1.0567
H -4.2828 -1.1032 -0.9056
H -0.1031 -2.8935 -1.9963
H 1.0435 -1.7069 -1.3055
H -2.5671 -2.6904 -1.4935
H -0.1143 -1.1755 -2.4971
```

multiplicity = 2
⟨S²⟩ = 0.77
frontier orbital gap (alpha / beta) = 0.361 / 0.227 Ha
net charge = +1

Results of the Löwdin charge analysis, in e, for atoms 1 through 2: number 1, C, carries -0.170; number 2, C, carries -0.165

Energies in eV, measured from the most stable structure: P 0.000; Q 1.477; R 0.303.

P:
Molecular formula: C2H4FNO
Method: DFT, ωB97M-V/def2-TZVPD

Geometry as XYZ:
```
9
C2H4FNO | the Open Molecules 2025 dataset | ωB97M-V/def2-TZVPD
C -0.1644 0.4197 0.0301
C 1.3112 0.1997 -0.0249
H -2.6079 -1.2697 -0.0761
H -0.4565 1.4900 0.0378
H 1.7321 0.7175 -0.9144
H 1.7144 0.6045 0.9273
N -0.9116 -0.6193 -0.0102
O -2.2319 -0.4063 0.0148
F 1.6145 -1.1361 0.0156
```

SMILES = O/N=C/CF
frontier orbital gap = 0.403 Ha
net charge = 0

Results of the Löwdin charge analysis, in e, for atoms 1 through 2: number 1, C, carries -0.134; number 2, C, carries -0.225

Q:
Molecular formula: C2H4FNO
Method: DFT, ωB97M-V/def2-TZVPD

Geometry as XYZ:
```
9
C2H4FNO | the Open Molecules 2025 dataset | ωB97M-V/def2-TZVPD
C 1.3749 -0.4119 -0.4063
C -1.0122 0.5841 0.0806
N -0.0916 -0.4767 -0.0865
O 1.8845 0.4857 -1.0239
F -0.2440 -1.5562 0.7194
H 1.8792 -1.2627 0.0290
H -0.4434 1.5601 0.1895
H -1.8937 0.7826 -0.5207
H -1.4538 0.2950 1.0190
```

SMILES = CN(F)C=O
frontier orbital gap = 0.387 Ha
net charge = 0

Results of the Löwdin charge analysis, in e, for atoms 1 through 2: number 1, C, carries -0.216; number 2, C, carries -0.058

Energies in eV, measured from the most stable structure: P 0.000; Q 0.589.